{
  "formula": "C9H14O",
  "method": "ωB97M-V with the def2-TZVPD basis set",
  "smiles": "Cc1ccc(O)cc1.CC",
  "lumo_ha": 0.0286,
  "orbital_gap_ev": 8.965,
  "de_lowest_kcal_mol": 46.7,
  "total_charge": 0,
  "e_homo_ha": -0.3008,
  "fmax_ha_per_bohr": 0.096,
  "e_tot_ev": -11605.6106,
  "species": ["C", "C", "H", "H", "H", "H", "H", "H", "C", "C", "C", "C", "C", "C", "C", "O", "H", "H", "H", "H", "H", "H", "H", "H"],
  "coordinates": [[0.3388, 3.2409, 0.9260], [-1.0277, 2.9897, 0.4765], [0.4619, 4.0184, 1.7519], [0.9271, 2.3795, 1.0775], [1.0224, 3.8712, 0.1415], [-1.1988, 2.3936, -0.4572], [-1.3523, 4.0313, 0.4175], [-1.7211, 2.6394, 1.2199], [1.8601, -2.3791, 1.2410], [-1.0361, -0.4296, -0.2251], [-0.0239, -0.9167, 0.6529], [-1.0760, -1.0352, -1.4962], [0.7589, -1.9681, 0.2547], [-0.2676, -2.1919, -1.8161], [0.7360, -2.6127, -1.0413], [-1.8955, -0.6789, -2.5700], [-1.7323, 0.3313, -0.0036], [0.2836, -0.4697, 1.5444], [-2.4281, 0.1412, -2.4871], [-0.5491, -2.6967, -2.8160], [1.4981, -2.3379, 2.2114], [2.7611, -1.7438, 1.1506], [1.5380, -3.2555, -1.1929], [2.1223, -3.3208, 1.0396]],
  "mulliken_charge": [-0.81, -0.71, 0.28, 0.27, 0.22, 0.19, 0.35, 0.28, -1.71, -0.83, -0.74, 0.53, 0.99, -0.34, -0.83, -0.55, 0.69, 0.43, 0.32, 0.26, 0.45, 0.27, 0.44, 0.57]
}